No. 1
{
  "formula": "C6H13IN2O2P",
  "method": "wB97M-V/def2-TZVPD",
  "gap_ev": 8.2,
  "charge": 1,
  "homo_energy_ev": -12.589,
  "e_tot_ev": -30891.024,
  "species": ["C", "N", "C", "C", "N", "C", "P", "O", "I", "H", "H", "H", "H", "H", "H", "H", "C", "C", "O", "H", "H", "H", "H", "H", "H"],
  "positions_angstrom": [[-1.27, 0.05, 2.77], [-1.38, -0.98, 1.69], [-2.61, -1.67, 1.46], [-2.26, -2.60, 0.38], [-0.92, -2.41, 0.00], [-0.41, -1.42, 0.83], [1.35, -0.75, 0.86], [2.22, -1.40, -0.42], [2.30, -1.79, 2.90], [-0.88, -0.43, 3.71], [-2.25, 0.58, 2.93], [-0.50, 0.81, 2.46], [-3.59, -1.57, 1.98], [-2.95, -3.34, -0.08], [-0.36, -2.89, -0.71], [2.04, -0.88, -1.24], [2.01, 2.71, -1.83], [0.87, 2.27, -2.73], [0.37, 1.00, -2.31], [2.82, 1.98, -1.84], [2.40, 3.68, -2.14], [1.67, 2.79, -0.79], [1.22, 2.17, -3.76], [0.05, 2.99, -2.71], [0.06, 1.09, -1.41]]
}

---

No. 2
{
  "formula": "C47H38N3O6P",
  "method": "wB97M-V/def2-TZVPD",
  "gap_ev": 7.6,
  "homo_energy_ev": -8.719,
  "e_tot_ev": -75401.121,
  "species": ["N", "C", "N", "N", "C", "C", "C", "C", "P", "H", "H", "H", "H", "H", "H", "H", "H", "H", "H", "H", "H", "H", "H", "C", "C", "C", "C", "C", "C", "C", "O", "C", "C", "C", "C", "C", "C", "C", "O", "H", "H", "H", "H", "H", "H", "H", "H", "C", "C", "C", "C", "C", "C", "C", "O", "C", "C", "C", "C", "C", "C", "C", "O", "H", "H", "H", "H", "H", "H", "H", "H", "C", "C", "C", "C", "C", "C", "C", "O", "C", "C", "C", "C", "C", "C", "C", "O", "H", "H", "H", "H", "H", "H", "H", "H"],
  "positions_angstrom": [[0.31, -5.73, 3.80], [-0.24, -5.64, 2.64], [-0.02, -4.49, 1.88], [-0.95, -6.67, 2.01], [-1.92, -6.41, 0.95], [-3.37, -6.16, 1.41], [-3.55, -5.53, 2.79], [-5.06, -5.48, 3.15], [-6.00, -3.94, 2.81], [0.17, -6.65, 4.20], [0.38, -3.79, 2.48], [-0.84, -4.12, 1.43], [-1.30, -7.31, 2.70], [-1.92, -7.29, 0.30], [-1.56, -5.60, 0.32], [-3.85, -5.52, 0.67], [-3.90, -7.12, 1.39], [-3.15, -4.51, 2.80], [-3.03, -6.10, 3.56], [-5.21, -5.74, 4.20], [-5.55, -6.24, 2.53], [-6.35, -4.08, 1.46], [-5.06, -2.90, 2.84], [-4.06, 0.24, 2.15], [-4.48, 1.56, 2.10], [-3.55, 2.59, 2.06], [-2.19, 2.29, 2.06], [-1.77, 0.96, 2.11], [-2.71, -0.06, 2.16], [-0.32, 0.62, 2.13], [0.04, -0.54, 2.14], [0.66, 1.74, 2.11], [2.02, 1.44, 2.17], [2.95, 2.46, 2.15], [2.53, 3.79, 2.05], [1.18, 4.09, 2.00], [0.24, 3.06, 2.03], [-1.21, 3.41, 1.98], [-1.58, 4.56, 1.89], [-4.80, -0.56, 2.18], [-5.53, 1.80, 2.10], [-3.86, 3.62, 2.02], [-2.38, -1.09, 2.21], [2.33, 0.41, 2.24], [4.01, 2.23, 2.20], [3.26, 4.58, 2.04], [0.84, 5.11, 1.92], [9.76, 7.96, 1.82], [10.34, 8.37, 0.63], [9.71, 8.12, -0.58], [8.49, 7.45, -0.59], [7.92, 7.03, 0.61], [8.55, 7.29, 1.81], [6.63, 6.28, 0.62], [6.12, 5.91, 1.66], [5.99, 5.98, -0.69], [4.81, 5.25, -0.71], [4.18, 4.97, -1.91], [4.73, 5.43, -3.10], [5.90, 6.16, -3.09], [6.54, 6.44, -1.89], [7.82, 7.21, -1.90], [8.29, 7.62, -2.94], [10.26, 8.17, 2.76], [11.29, 8.89, 0.64], [10.14, 8.44, -1.51], [8.10, 6.96, 2.74], [4.39, 4.90, 0.22], [3.27, 4.39, -1.92], [4.23, 5.22, -4.04], [6.34, 6.52, -4.01], [-1.34, -2.52, -1.05], [-0.65, -2.23, -2.21], [-1.26, -2.39, -3.44], [-2.56, -2.86, -3.51], [-3.26, -3.17, -2.34], [-2.65, -2.98, -1.11], [-4.65, -3.72, -2.40], [-5.27, -3.99, -1.39], [-5.25, -3.95, -3.74], [-6.52, -4.51, -3.82], [-7.10, -4.73, -5.06], [-6.42, -4.37, -6.22], [-5.16, -3.82, -6.15], [-4.56, -3.61, -4.91], [-3.19, -3.03, -4.85], [-2.60, -2.72, -5.87], [-0.86, -2.38, -0.09], [0.37, -1.88, -2.16], [-0.73, -2.17, -4.36], [-3.20, -3.21, -0.20], [-7.03, -4.78, -2.91], [-8.08, -5.17, -5.12], [-6.88, -4.54, -7.19], [-4.62, -3.54, -7.04]]
}

---

No. 3
{
  "formula": "C3H8NdO3",
  "method": "wB97M-V/def2-TZVPD",
  "s2": 3.758,
  "gap_ev": [6.6, 7.0],
  "charge": 1,
  "e_above_lowest_kj_mol": 288.4,
  "homo_energy_ev": [-12.011, -12.063],
  "spin_multiplicity": 4,
  "e_tot_ev": -24650.819,
  "species": ["O", "C", "C", "O", "C", "Nd", "H", "H", "H", "H", "H", "H", "O", "H", "H"],
  "positions_angstrom": [[0.57, -1.86, -1.50], [0.78, -1.79, -0.11], [0.18, -0.51, 0.47], [0.97, 0.57, -0.16], [0.82, 1.83, 0.47], [-0.41, -0.16, -2.08], [1.87, -1.81, 0.08], [0.30, -2.63, 0.42], [0.32, -0.45, 1.56], [1.24, 1.78, 1.49], [1.34, 2.57, -0.15], [-0.24, 2.11, 0.56], [-2.71, 0.48, -0.46], [-3.32, -0.21, -0.73], [-1.72, 0.08, 0.14]]
}

---

No. 4
{
  "formula": "C49H40EuF10N4P2",
  "method": "wB97M-V/def2-TZVPD",
  "s2": 15.760,
  "gap_ev": [7.4, 7.5],
  "e_above_lowest_kj_mol": 24.1,
  "homo_energy_ev": [-7.139, -7.234],
  "spin_multiplicity": 8,
  "e_tot_ev": -122499.827,
  "species": ["Eu", "C", "N", "C", "C", "N", "C", "C", "F", "C", "F", "C", "F", "C", "F", "C", "F", "C", "C", "N", "C", "C", "F", "C", "F", "C", "F", "C", "F", "C", "F", "H", "H", "H", "H", "H", "H", "H", "H", "H", "H", "H", "C", "N", "C", "P", "C", "C", "C", "C", "C", "C", "C", "C", "C", "C", "C", "C", "C", "C", "C", "C", "C", "C", "P", "C", "C", "C", "C", "C", "C", "C", "C", "C", "C", "C", "C", "H", "H", "H", "H", "H", "H", "H", "H", "H", "H", "H", "H", "H", "H", "H", "H", "H", "H", "H", "H", "H", "H", "H", "H", "H", "H", "H", "H", "H"],
  "positions_angstrom": [[-3.85, -18.94, 9.39], [-3.08, -22.54, 9.95], [-2.52, -21.21, 9.98], [-1.29, -21.24, 9.09], [-0.51, -19.94, 8.90], [-1.42, -18.79, 8.81], [-0.77, -17.62, 8.83], [0.53, -17.27, 8.38], [1.30, -18.19, 7.86], [0.91, -15.91, 8.24], [2.02, -15.62, 7.63], [0.11, -14.88, 8.65], [0.35, -13.58, 8.37], [-1.16, -15.17, 9.18], [-1.96, -14.27, 9.71], [-1.51, -16.53, 9.30], [-2.71, -16.76, 9.90], [-2.29, -20.93, 11.39], [-3.51, -20.80, 12.24], [-4.50, -19.96, 11.59], [-5.71, -19.75, 12.12], [-6.50, -18.67, 11.64], [-5.89, -17.89, 10.61], [-7.71, -18.32, 12.12], [-8.22, -17.11, 11.78], [-8.40, -19.20, 12.97], [-9.64, -18.95, 13.31], [-7.76, -20.31, 13.37], [-8.32, -21.29, 14.06], [-6.40, -20.48, 13.10], [-5.84, -21.62, 13.61], [-2.36, -23.26, 10.49], [-3.03, -22.97, 8.96], [-4.01, -22.59, 10.50], [-1.69, -21.49, 8.10], [-0.64, -22.02, 9.44], [0.17, -20.05, 8.07], [0.23, -19.86, 9.74], [-1.86, -19.93, 11.40], [-1.52, -21.67, 11.84], [-3.18, -20.30, 13.17], [-4.00, -21.74, 12.50], [-6.14, -22.57, 6.67], [-7.10, -21.66, 5.97], [-6.81, -20.24, 5.86], [-6.53, -19.43, 7.53], [-6.97, -17.69, 7.15], [-6.60, -17.06, 5.98], [-6.68, -15.67, 5.85], [-7.24, -14.92, 6.86], [-7.71, -15.55, 8.03], [-7.60, -16.92, 8.11], [-7.86, -20.15, 8.49], [-9.25, -19.93, 8.15], [-10.21, -20.63, 8.91], [-9.84, -21.37, 10.01], [-8.51, -21.56, 10.34], [-7.50, -20.90, 9.60], [-8.51, -22.00, 5.98], [-8.95, -22.94, 6.90], [-10.22, -23.42, 6.83], [-11.14, -22.92, 5.93], [-10.68, -21.96, 5.04], [-9.40, -21.49, 5.07], [-4.52, -23.04, 5.82], [-4.05, -21.50, 5.02], [-4.32, -21.12, 3.73], [-3.94, -19.84, 3.25], [-3.30, -18.95, 4.14], [-2.92, -19.33, 5.43], [-3.31, -20.54, 5.90], [-4.92, -24.08, 4.40], [-3.85, -24.73, 3.76], [-4.14, -25.75, 2.85], [-5.38, -26.28, 2.65], [-6.45, -25.51, 3.09], [-6.20, -24.51, 4.04], [-6.70, -23.52, 6.92], [-5.89, -22.15, 7.65], [-7.66, -19.69, 5.40], [-5.99, -20.13, 5.22], [-6.18, -17.54, 5.11], [-6.26, -15.11, 5.01], [-7.36, -13.88, 6.68], [-8.13, -15.05, 8.95], [-7.92, -17.44, 9.05], [-9.52, -19.28, 7.34], [-11.27, -20.59, 8.71], [-10.59, -21.85, 10.65], [-8.14, -22.12, 11.23], [-6.48, -21.16, 9.86], [-8.44, -23.14, 7.82], [-10.52, -24.14, 7.63], [-12.18, -23.18, 5.91], [-11.35, -21.54, 4.26], [-9.02, -20.70, 4.47], [-4.85, -21.79, 3.05], [-4.24, -19.42, 2.32], [-3.04, -17.94, 3.81], [-2.37, -18.66, 6.10], [-3.18, -20.88, 6.92], [-2.84, -24.45, 4.11], [-3.25, -26.23, 2.49], [-5.45, -27.15, 2.02], [-7.52, -25.72, 3.00], [-7.07, -24.13, 4.51]]
}